Entry from the OMol25 dataset: C22H34MnN2O6P2 as an isolated structure (ωB97M-V/def2-TZVPD).

Each line ends with the Löwdin charge.
Element x y z (Å)
P  -3.9239  -0.0400  -4.5546  0.8624
P  -1.4207  -1.7179  -5.5018  0.8756
C  -3.8443  -0.5044  -6.3695  -0.4257
C  -2.9431  -1.7267  -6.6044  -0.4215
H  -3.4772  0.3732  -6.9262  0.0756
H  -4.8705  -0.7074  -6.7167  0.0752
H  -3.4843  -2.6666  -6.4046  0.0750
H  -2.5949  -1.7652  -7.6489  0.0746
C  -0.4295  -0.5803  -6.5683  -0.2802
H  0.6118  -0.5917  -6.2216  0.0445
H  -0.8115  0.4467  -6.5153  0.0421
H  -0.4698  -0.9333  -7.6085  0.0412
C  -0.6800  -3.2875  -6.1012  -0.2956
H  -0.5498  -3.2621  -7.1929  0.0410
H  -1.3219  -4.1354  -5.8320  0.0405
H  0.2997  -3.4179  -5.6251  0.0392
C  -5.0641  1.3893  -4.6521  -0.3023
H  -5.2946  1.7062  -3.6260  0.0378
H  -5.9995  1.1233  -5.1671  0.0405
H  -4.5792  2.2210  -5.1785  0.0373
C  -5.1726  -1.3230  -4.1152  -0.2823
H  -4.7402  -2.3296  -4.1597  0.0377
H  -6.0237  -1.2616  -4.8094  0.0434
H  -5.5260  -1.1330  -3.0957  0.0419
Mn  -0.3730  -0.1196  -0.3198  0.8197
C  0.3139  -1.5611  -1.9257  -0.1353
C  0.6667  -0.2761  -2.3514  -0.1206
C  -0.1297  0.5670  -3.2994  -0.1931
C  -1.1549  1.5667  -2.6864  -0.1697
C  -1.8523  1.0986  -1.4537  -0.1580
C  -2.3331  -0.2132  -1.2344  -0.1681
C  -2.2259  -1.3051  -2.2566  -0.2671
C  -0.9916  -2.2472  -2.1958  -0.1904
C  -1.0878  0.6719  1.3539  -0.2495
H  1.0985  -2.1992  -1.5108  0.1227
H  1.6886  0.0670  -2.1653  0.1111
H  -0.6596  -0.1018  -4.0036  0.0077
H  0.5697  1.1417  -3.9330  0.1265
H  -0.6122  2.5060  -2.4658  0.1229
H  -1.8976  1.8370  -3.4637  0.1011
H  -2.1812  1.8846  -0.7705  0.1147
H  -3.0159  -0.3833  -0.3968  0.1191
H  -2.1918  -0.8234  -3.2531  -0.0634
H  -3.1422  -1.9189  -2.2547  0.1106
H  -1.1792  -3.0236  -1.4321  0.1200
H  -0.9328  -2.7948  -3.1570  0.0764
H  -0.9343  -0.1174  2.1075  -0.0092
H  -2.1366  0.9811  1.2624  -0.0205
H  -0.4165  1.5248  1.5560  -0.0001
O  2.4839  1.0320  -0.0988  0.0165
C  2.2081  0.1752  0.7596  -0.5625
O  1.2402  -0.6965  0.7060  -0.1651
C  3.0088  0.1120  2.0522  -0.0767
C  4.1388  0.9294  2.2153  0.0981
C  4.8502  0.9245  3.4373  -0.1205
C  4.4286  0.1316  4.5076  0.0942
C  3.2965  -0.6729  4.3479  -0.1181
C  2.5947  -0.7017  3.1199  0.0991
N  2.8003  -1.4337  5.4660  -0.3167
O  3.4189  -1.3706  6.5500  0.0628
O  1.7677  -2.1199  5.3120  0.0641
N  6.0134  1.7588  3.5846  -0.3185
O  6.3595  2.4815  2.6300  0.0674
O  6.6331  1.7274  4.6708  0.0611
H  4.4669  1.5649  1.4011  0.1290
H  4.9677  0.1440  5.4543  0.1331
H  1.7263  -1.3448  3.0130  0.1276

Values from the calculation:
Spin multiplicity ... 6
Kohn-Sham gap (alpha / beta) ... 5.200 / 7.409 eV
⟨S²⟩ ... 8.7577
Lowest unoccupied orbital energy (alpha / beta) ... -0.0318 / -0.0328 Eh
Relative energy (zero: lowest compared OMol25 entry of this formula, charge and spin) ... 0.0 kJ/mol
E_HOMO (alpha / beta) ... -0.2229 / -0.3051 Ha

---

Entry from the OMol25 dataset: C22H34N2O3 in the gas phase (ωB97M-V/def2-TZVPD).

Each line ends with the Löwdin charge.
Element x y z (Å)
C  -0.2703  -3.2075  -4.5590  -0.0747
H  0.8236  -3.1686  -4.5796  0.0969
O  -0.7659  -3.0884  -3.2473  -0.1071
C  -0.4308  -4.0465  -2.3278  -0.2346
C  0.3861  -5.1357  -2.5981  -0.0269
C  0.6801  -6.0496  -1.5989  -0.0835
C  0.1667  -5.8862  -0.3276  -0.0858
C  -0.6483  -4.7992  -0.0563  -0.0332
C  -0.9600  -3.8768  -1.0389  -0.1463
C  -1.8367  -2.6865  -0.7396  -0.0983
N  -1.1574  -1.4391  -1.0222  0.0947
C  -0.6371  -0.6502  -0.0693  -0.4551
O  -0.8196  -0.8092  1.1236  0.0661
C  0.1777  0.5318  -0.5984  -0.2115
N  -0.0888  1.6489  0.2775  0.1146
C  -0.3039  2.9035  -0.1659  -0.4653
O  -0.1992  3.2064  -1.3388  0.0631
C  -0.6739  3.9064  0.9180  -0.2352
C  0.4223  4.0244  1.9795  -0.1508
C  0.0403  5.0766  3.0175  -0.1675
C  -1.3051  4.7761  3.6868  -0.3784
C  -1.2250  3.5767  4.6298  -0.0650
H  -0.9704  2.6628  4.1018  0.0666
H  -2.1817  3.4251  5.1252  0.0787
H  -0.4695  3.7494  5.3935  0.0785
C  -2.3868  4.5970  2.6162  -0.1669
C  -2.0093  3.5462  1.5751  -0.1483
H  -1.9468  2.5642  2.0469  0.1097
H  -2.7889  3.4944  0.8115  0.1246
H  -3.3297  4.3183  3.0919  0.1130
H  -2.5404  5.5533  2.1102  0.1171
H  -1.5775  5.6479  4.2946  0.1331
H  0.8214  5.1412  3.7783  0.1126
H  -0.0233  6.0497  2.5243  0.1171
H  0.5783  3.0627  2.4705  0.1083
H  1.3634  4.3075  1.5024  0.1237
H  -0.7814  4.8744  0.4166  0.1530
H  -0.2564  1.3903  1.2394  0.1289
H  -0.1448  0.8148  -1.6061  0.1531
C  1.6885  0.2280  -0.6069  -0.1032
H  2.0146  0.0739  0.4238  0.1296
C  2.0951  -0.9827  -1.4601  -0.4176
C  2.1593  -2.2530  -0.6138  -0.0592
H  2.9823  -2.1862  0.0948  0.0871
H  1.2411  -2.4023  -0.0534  0.0643
H  2.3184  -3.1292  -1.2393  0.0766
C  3.4501  -0.7334  -2.1224  -0.0784
H  3.7560  -1.6021  -2.7017  0.0742
H  3.4013  0.1247  -2.7887  0.0773
H  4.2098  -0.5419  -1.3679  0.0821
H  1.3536  -1.1226  -2.2546  0.1209
H  2.1800  1.1279  -0.9821  0.1211
H  -0.9174  -1.2902  -1.9898  0.1264
H  -2.1089  -2.6732  0.3174  0.1239
H  -2.7443  -2.7310  -1.3513  0.1341
H  -1.0487  -4.6598  0.9367  0.1177
H  0.3999  -6.5961  0.4506  0.1013
H  1.3187  -6.8904  -1.8249  0.1045
H  0.8016  -5.2832  -3.5824  0.1030
H  -0.6702  -2.3533  -5.1040  0.0971
H  -0.6120  -4.1304  -5.0369  0.0983

Values from the calculation:
SMILES string ... COc1ccccc1CNC(=O)[C@H](CC(C)C)NC(=O)[C@H]1CC[C@@H](C)CC1
Kohn-Sham gap ... 9.482 eV
Lowest unoccupied orbital energy ... 0.0223 Eh
Relative energy (zero: lowest compared OMol25 entry of this formula, charge and spin) ... 11.9 kJ/mol
E_HOMO ... -0.3262 Ha

---

Entry from the OMol25 dataset: C22H34N2O3S2 in the gas phase (ωB97M-V/def2-TZVPD).

Each line ends with the Löwdin charge.
Element x y z (Å)
C  -0.1689  4.4409  1.3005  -0.0970
C  -1.3785  5.0616  0.5329  -0.2338
N  -2.4062  4.0597  0.1412  -0.1718
C  -3.7837  4.5326  0.3477  -0.2805
C  -4.7520  3.4329  0.8085  -0.1073
C  -2.1905  3.5073  -1.0928  -1.0290
S  -3.3665  3.0467  -2.1509  0.6893
S  -0.4866  3.2158  -1.6148  0.9088
C  -0.5769  1.4704  -2.1236  -0.4921
C  0.7907  0.9101  -2.5620  -0.2088
C  1.5759  0.1580  -1.4667  -0.0922
C  0.7477  -0.8190  -0.5971  -0.3767
C  -0.2836  -1.6591  -1.3343  -0.0835
C  0.3525  -2.5742  -2.4258  -0.1239
C  -0.0939  -2.2209  -3.8667  -0.2327
O  1.0277  -1.7747  -4.6456  -0.0885
O  0.2395  -0.0071  0.4911  0.0397
C  1.1773  0.2281  1.4503  -0.4138
O  1.0838  1.0691  2.3108  0.1409
C  2.3525  -0.7409  1.2030  -0.1372
C  3.1492  -1.2997  2.4019  -0.2071
N  2.5000  -1.1447  3.7128  0.0190
C  1.7435  -1.7544  0.1796  -0.1408
C  1.1499  -2.8561  1.0461  -0.1985
C  1.7754  -4.0858  1.0164  -0.0512
C  1.3479  -5.1344  1.7936  -0.0810
C  0.2743  -4.9512  2.6291  -0.0973
C  -0.3900  -3.7491  2.6673  -0.0718
C  0.0607  -2.7168  1.8832  -0.0465
H  0.1784  5.0827  2.1109  0.0689
H  -0.4142  3.4233  1.6117  0.0674
H  0.6360  4.3319  0.5699  0.0286
H  -1.7787  5.8468  1.1754  0.1077
H  -1.0313  5.5639  -0.3793  0.1018
H  -4.1842  5.0835  -0.5136  0.1034
H  -3.7788  5.2594  1.1680  0.1078
H  -4.3141  2.8110  1.5934  0.0777
H  -5.0676  2.7909  -0.0153  0.0274
H  -5.6649  3.9143  1.1801  0.0727
H  -1.2469  1.4277  -2.9892  0.0467
H  -1.0773  0.9131  -1.3326  0.0612
H  0.6626  0.3248  -3.4745  0.0899
H  1.4012  1.7757  -2.8571  0.1028
H  2.1435  0.8901  -0.8899  0.1249
H  2.3268  -0.4556  -1.9907  0.1271
H  -0.8197  -2.2816  -0.6117  0.1195
H  -1.0510  -1.0615  -1.8344  0.1062
H  -0.0115  -3.5891  -2.2311  0.1137
H  1.4430  -2.5618  -2.3953  0.1054
H  -0.5366  -3.0894  -4.3709  0.1150
H  -0.8299  -1.4127  -3.9017  0.1105
H  1.4815  -2.5544  -4.9784  0.0842
H  3.1427  -0.2777  0.5954  0.1456
H  3.4671  -2.3391  2.2445  0.1098
H  4.0814  -0.7204  2.4497  0.1086
H  2.7355  -1.9422  4.2946  0.0681
H  1.4888  -1.1710  3.6463  0.0528
H  2.4216  -2.1434  -0.5816  0.1376
H  2.6342  -4.2529  0.3688  0.1206
H  1.8755  -6.0821  1.7693  0.1080
H  -0.0767  -5.7502  3.2768  0.1062
H  -1.2470  -3.6351  3.3214  0.1118
H  -0.4604  -1.7640  1.9356  0.1256

Values from the calculation:
SMILES string ... CCN(CC)C(=S)SCCC[C@]1(CCCO)OC(=O)[C@@H](CN)[C@H]1c1ccccc1
Kohn-Sham gap ... 8.410 eV
Lowest unoccupied orbital energy ... 0.0168 Eh
E_HOMO ... -0.2922 Ha